1.
ORCA calculation (ωB97M-V with the def2-TZVPD basis set) on the molecule C4H6O2 in a non-equilibrium geometry.

Element x y z (Å)
C1 -1.944 -0.045 0.039
C2 -0.468 0.195 -0.193
C3 0.500 1.163 -0.011
C4 1.668 -0.706 -0.092
H1 -2.078 0.534 1.081
H2 -2.702 0.574 -0.609
H3 -1.898 -1.148 -0.003
H4 0.481 2.139 -0.125
H5 1.998 -1.070 -1.022
H6 2.243 -1.333 0.708
O1 1.857 0.767 0.120
O2 0.344 -1.068 0.107

Summary:
ΔE to the lowest compared entry with this formula, charge and spin = 82.00 kcal per mole
M = 86.09 Da
net charge = 0
highest occupied orbital energy = -8.2 eV

Charge distribution, natural (NBO) scheme, values in e:
1 C -0.688
2 C 0.194
3 C 0.065
4 C 0.223
5 H 0.242
6 H 0.245
7 H 0.266
8 H 0.187
9 H 0.148
10 H 0.162
11 O -0.496
12 O -0.547



2.
ORCA calculation (ωB97M-V with the def2-TZVPD basis set) on the molecule C4H6O2 in a non-equilibrium geometry.

Element x y z (Å)
O1 -1.614 -1.184 0.278
C1 -1.308 -0.135 0.810
C2 0.896 0.449 0.521
C3 1.006 -0.508 -0.641
O2 -0.087 -0.089 -1.502
C4 -0.362 0.934 0.384
H1 -0.847 -0.629 -1.209
H2 -1.563 0.065 1.869
H3 1.715 1.045 0.899
H4 1.942 -0.298 -1.175
H5 0.900 -1.588 -0.509
H6 -0.687 1.962 0.280

Summary:
ΔE to the lowest compared entry with this formula, charge and spin = 96.94 kcal per mole
M = 86.09 Da
net charge = 0
highest occupied orbital energy = -8.5 eV

Charge distribution, natural (NBO) scheme, values in e:
1 O -0.558
2 C 0.382
3 C -0.277
4 C -0.126
5 O -0.734
6 C -0.166
7 H 0.487
8 H 0.145
9 H 0.210
10 H 0.207
11 H 0.202
12 H 0.228



3.
ORCA calculation (ωB97M-V with the def2-TZVPD basis set) on the molecule C4H6O2 in a non-equilibrium geometry.

Element x y z (Å)
C1 0.606 -0.611 0.076
C2 0.611 0.751 0.189
C3 -0.601 -1.398 -0.231
C4 -0.582 1.598 -0.138
O1 1.736 -1.330 0.467
O2 -0.604 -2.642 -0.249
H1 1.495 1.179 0.438
H2 -1.570 -0.965 -0.368
H3 -1.397 1.233 -0.611
H4 -0.240 2.317 -0.837
H5 -0.944 2.129 0.749
H6 1.490 -2.263 0.515

Summary:
ΔE to the lowest compared entry with this formula, charge and spin = 37.76 kcal per mole
M = 86.09 Da
net charge = 0
highest occupied orbital energy = -9.2 eV

Charge distribution, natural (NBO) scheme, values in e:
1 C 0.169
2 C -0.146
3 C 0.342
4 C -0.647
5 O -0.679
6 O -0.547
7 H 0.209
8 H 0.145
9 H 0.216
10 H 0.221
11 H 0.221
12 H 0.497



4.
ORCA calculation (ωB97M-V with the def2-TZVPD basis set) on the molecule C4H6O2.

Element x y z (Å)
C1 -1.517 -0.328 -0.543
C2 -0.568 -0.459 0.628
O1 -0.659 -1.346 1.448
C3 0.600 0.479 0.753
C4 1.629 0.326 -0.279
O2 0.830 1.493 -0.209
H1 -1.320 0.553 -1.158
H2 -1.455 -1.235 -1.154
H3 -2.531 -0.284 -0.137
H4 0.899 0.715 1.774
H5 1.418 -0.316 -1.135
H6 2.673 0.404 0.011

Summary:
ΔE to the lowest compared entry with this formula, charge and spin = 40.07 kcal per mole
M = 86.09 Da
net charge = 0
highest occupied orbital energy = -9.9 eV

Charge distribution, natural (NBO) scheme, values in e:
1 C -0.736
2 C 0.565
3 O -0.533
4 C -0.050
5 C -0.090
6 O -0.473
7 H 0.236
8 H 0.244
9 H 0.249
10 H 0.212
11 H 0.184
12 H 0.193



5.
ORCA calculation (ωB97M-V with the def2-TZVPD basis set) on the molecule C4H6O2.

Element x y z (Å)
O1 1.420 0.453 0.038
C1 2.667 0.085 0.131
C2 0.499 -0.524 -0.496
C3 -0.757 -0.495 0.336
C4 -1.710 0.598 0.154
O2 -1.963 -0.691 -0.386
H1 3.145 1.015 0.534
H2 0.995 -1.499 -0.506
H3 0.258 -0.216 -1.517
H4 -0.714 -0.997 1.303
H5 -2.355 0.891 0.981
H6 -1.486 1.379 -0.572

Summary:
ΔE to the lowest compared entry with this formula, charge and spin = 110.38 kcal per mole
M = 86.09 Da
net charge = 0
highest occupied orbital energy = -8.9 eV

Charge distribution, natural (NBO) scheme, values in e:
1 O -0.475
2 C 0.083
3 C -0.102
4 C 0.022
5 C -0.105
6 O -0.476
7 H 0.072
8 H 0.213
9 H 0.201
10 H 0.191
11 H 0.190
12 H 0.185



6.
ORCA calculation (ωB97M-V with the def2-TZVPD basis set) on a structure of composition C4H6O2.

Element x y z (Å)
O1 2.561 -0.484 0.508
C1 1.409 -0.677 0.228
C2 0.254 -0.015 -0.138
C3 -1.214 -0.417 -0.095
O2 -1.574 0.949 0.162
C4 -0.212 1.400 0.083
H1 1.090 -1.919 -0.169
H2 0.895 -1.328 -0.949
H3 -1.648 -0.774 -1.036
H4 -1.511 -1.083 0.723
H5 0.133 1.882 1.005
H6 -0.053 2.077 -0.766

Summary:
ΔE to the lowest compared entry with this formula, charge and spin = 131.65 kcal per mole
M = 86.09 Da
net charge = 0
highest occupied orbital energy = -9.0 eV

Charge distribution, natural (NBO) scheme, values in e:
1 O -0.562
2 C 0.360
3 C -0.226
4 C -0.075
5 O -0.519
6 C -0.083
7 H 0.089
8 H 0.255
9 H 0.182
10 H 0.189
11 H 0.197
12 H 0.192